25
Properties=species:S:1:pos:R:3:forces:R:3 method="wB97M-V/def2-TZVPD" total_charge=+1 e_above_lowest_kcal_mol=140.1 energy_ha=-480.8514 multiplicity=1 gap_ev=9.629 smiles=CC#COCC[N@H+](C)C#CC
O 0.7223 0.9701 0.5889 1.81 -0.54 0.85
N -0.7947 -0.7122 -0.6686 1.96 -2.43 2.15
C 3.1274 0.1843 0.9108 -1.16 1.07 -0.93
C -1.1288 -2.0677 -1.2081 -1.48 -1.46 1.60
C -1.8554 -0.1323 0.0065 -2.50 2.15 1.01
C 2.0244 0.6453 0.7594 -0.47 -0.61 0.02
C -0.0323 0.1336 -1.5849 0.79 1.79 0.38
C 4.4854 -0.1862 1.1920 2.38 -0.34 -2.81
C -3.7985 1.0090 1.4108 -2.15 -3.69 -0.15
C 0.4337 1.3462 -0.7224 1.43 -1.28 -1.68
C -2.7520 0.4634 0.5804 2.17 -0.93 -1.60
H -4.8227 0.4880 1.0814 2.17 1.04 0.89
H -0.2983 2.0166 -0.6702 -3.46 2.58 0.47
H 5.3147 0.5507 0.9158 -1.57 -0.42 0.00
H -0.0975 -0.9517 0.0735 -0.47 0.51 -0.15
H 1.2227 1.9265 -1.1823 0.63 -0.46 -0.22
H -3.9972 2.0233 1.4644 0.19 2.09 -0.40
H -1.0982 -2.0241 -2.2532 0.02 0.00 -1.55
H 4.5106 -0.1698 2.2290 0.63 -1.01 2.10
H -3.5172 0.6553 2.4068 -0.50 0.09 0.14
H -2.2068 -2.2552 -0.8712 1.77 -0.21 -0.50
H 0.9134 -0.3170 -1.9379 -1.04 -0.63 -0.12
H -0.8039 0.3752 -2.3097 0.72 0.48 -0.72
H -0.3898 -2.8383 -0.8317 -1.02 0.98 -0.35
H 4.8386 -1.1331 0.6204 -0.86 1.22 1.57